{"formula": "C2H4O2", "method": "ωB97M-V/def2-TZVPD", "elements": ["O", "C", "H", "H", "O", "C", "H", "H"], "xyz": [[-0.308353, 0.680455, -0.794142], [-0.465933, 1.788535, -0.204860], [-0.789002, 1.916604, 0.855647], [-0.281732, 2.720314, -0.790781], [0.542216, -1.572974, -0.956461], [0.441617, -1.775474, 0.246550], [1.008177, -1.137684, 0.966068], [-0.146992, -2.619773, 0.677978]], "forces_ev_per_angstrom": [[-1.08, 4.62, 2.72], [0.64, -3.04, -2.61], [0.17, -0.42, -0.48], [-0.08, -0.32, 0.44], [-0.09, -1.25, 2.31], [0.72, 0.24, -1.96], [-0.34, -0.20, -0.15], [0.07, 0.38, -0.27]], "largest_force_ha_per_bohr": 0.1064, "relative_energy_ev": 2.913, "smiles": "C=O.C=O", "e_tot_ha": -228.999528, "e_homo_ev": -9.75, "lumo_energy_ha": 0.019}